(1)
An isolated molecule of C2H8OP4, computed with ωB97M-V/def2-TZVPD.

The value obtained for the HOMO-LUMO gap is 0.27481 Ha. The LUMO energy is 0.0045 hartree. The calculation puts the energy relative to the best compared isomer or geometry (same formula, charge and spin) at 18.7 kcal/mol. The value obtained for the total energy is -1521.5366 hartree. As for the SMILES: CC(=O)[P@H](P)=P#[PH2].

Element x y z (Å)
1 C 0.1357 -2.2737 0.0488
2 C -0.9331 -1.2142 0.0315
3 O -2.1150 -1.5276 -0.1326
4 P -0.5186 0.7010 0.3451
5 P -2.6832 1.2402 0.2980
6 P 0.8592 2.0653 -0.5257
7 P 2.7266 1.3930 0.2070
8 H 0.4783 -2.3066 1.0460
9 H 1.1590 -2.1487 -0.4582
10 H -0.3063 -3.2199 -0.3321
11 H -0.1787 0.3593 1.7288
12 H -2.5438 2.6215 0.1552
13 H -2.2807 1.3463 -1.0325
14 H 2.9914 0.5155 -0.8919
15 H 3.2093 2.4485 -0.4875

(2)
C28H40BN8PtS2 as an isolated structure, computed with ωB97M-V/def2-TZVPD.

The value obtained for the HOMO-LUMO gap (alpha / beta) is 0.23693 / 0.25297 Ha. As for the total charge: -1. The LUMO energy (alpha / beta) is 0.0804 / 0.0705 hartree. The value obtained for the total energy is -2469.7239 hartree. The spin multiplicity is 3. As for the expectation value of S²: 2.009.

Element x y z (Å)
1 Pt -0.6776 0.6717 -0.4773
2 C 3.9494 -2.4243 -1.4023
3 C 2.6507 -1.8124 -1.8145
4 C 2.0696 -1.8301 -3.0604
5 C 0.8589 -1.1287 -2.9364
6 N 0.7391 -0.6994 -1.6718
7 N 1.8233 -1.1394 -0.9965
8 B 1.9402 -1.0688 0.5302
9 N 2.0558 0.3659 1.0565
10 N 1.0994 1.3111 0.8808
11 C 1.4432 2.3582 1.6576
12 C 2.6610 2.0700 2.2904
13 C 3.0137 0.8043 1.8875
14 C 4.2158 0.0178 2.2970
15 C 0.6480 3.6236 1.8910
16 C 1.3837 4.5087 2.8996
17 C 0.5219 4.4047 0.5857
18 C -0.7254 3.2582 2.4670
19 N 0.7310 -1.7691 1.1776
20 N -0.5568 -1.3962 0.9806
21 C -1.3141 -2.2795 1.6335
22 C -0.4892 -3.2275 2.2688
23 C 0.7987 -2.8701 1.9526
24 C 2.0618 -3.5574 2.3575
25 C -2.8223 -2.3320 1.7124
26 C -3.2909 -3.6819 1.1510
27 C -3.4919 -1.2135 0.9342
28 C -3.2314 -2.2197 3.1898
29 C -0.1148 -0.9114 -4.0760
30 C -1.5712 -0.8491 -3.6026
31 C 0.2966 0.3691 -4.8176
32 C 0.0118 -2.0805 -5.0599
33 H 4.4476 -2.8200 -2.2856
34 H 3.8021 -3.2407 -0.6933
35 H 4.6033 -1.6875 -0.9346
36 H 2.4726 -2.3017 -3.9408
37 H 2.9277 -1.6569 0.8409
38 H 3.2047 2.6966 2.9762
39 H 4.8423 0.6426 2.9309
40 H 4.7992 -0.3016 1.4327
41 H 3.9351 -0.8742 2.8595
42 H 2.3816 4.7641 2.5361
43 H 1.4775 4.0206 3.8730
44 H 0.8250 5.4360 3.0351
45 H 1.4976 4.7866 0.2727
46 H -0.1673 5.2449 0.6931
47 H 0.1565 3.7581 -0.1981
48 H -0.6144 2.8218 3.4638
49 H -1.2205 2.5313 1.8314
50 H -1.3639 4.1409 2.5385
51 H -0.7938 -4.0663 2.8729
52 H 1.8141 -4.3979 3.0036
53 H 2.7302 -2.8876 2.9001
54 H 2.6042 -3.9364 1.4897
55 H -3.0208 -3.7656 0.0964
56 H -4.3772 -3.7645 1.2347
57 H -2.8392 -4.5167 1.6892
58 H -3.1226 -1.1732 -0.0894
59 H -3.2984 -0.2567 1.4154
60 H -4.5733 -1.3625 0.9077
61 H -2.8645 -3.0693 3.7688
62 H -4.3197 -2.1818 3.2777
63 H -2.8208 -1.3047 3.6197
64 H -1.6832 -0.1835 -2.7529
65 H -1.9180 -1.8428 -3.3065
66 H -2.2159 -0.4766 -4.3999
67 H 0.2060 1.2350 -4.1728
68 H -0.3351 0.5277 -5.6945
69 H 1.3377 0.2930 -5.1414
70 H -0.1028 -3.0399 -4.5510
71 H 0.9812 -2.0701 -5.5629
72 H -0.7655 -2.0001 -5.8218
73 S -1.1215 2.6067 -2.3409
74 C -2.5013 2.9285 -1.3933
75 S -2.8504 1.7006 -0.2256
76 C -3.2945 4.0567 -1.5264
77 C -4.4403 4.2519 -0.7125
78 N -5.3825 4.4305 -0.0704
79 C -2.9863 5.0868 -2.4507
80 N -2.7404 5.9456 -3.1810

(3)
A 6-piece molecular cluster, C34H64F2N5O10PSi overall, computed with ωB97M-V/def2-TZVPD.

The value obtained for the HOMO-LUMO gap is 0.33173 Ha. The LUMO energy is 0.0178 hartree. The value obtained for the total energy is -3190.5798 hartree.

Element x y z (Å)
1 C 6.3787 -2.0461 5.3765
2 C 6.0751 -3.3122 5.0209
3 C 4.7977 -3.7572 4.3669
4 P 3.6746 -2.3567 4.0897
5 C 4.3426 -1.4217 2.6538
6 O 4.6106 -0.0911 3.0357
7 C 5.5891 0.5501 2.2696
8 O 6.8273 0.5595 2.9235
9 C 6.8271 1.4850 3.9948
10 C 7.9230 1.1552 5.0018
11 O 7.5613 1.5305 6.3244
12 C 3.4272 -1.3484 5.6901
13 O 3.0525 -2.1128 6.5726
14 O 3.6230 -0.1516 5.6850
15 C 2.0066 -3.1054 3.6506
16 F 1.4544 -3.6772 4.7229
17 F 2.3236 -4.1466 2.7853
18 C 1.0938 -2.1283 2.9057
19 C -0.2561 -1.7992 3.5718
20 Si -0.3409 -0.1853 4.5655
21 C -2.1745 0.2270 4.7466
22 C 0.3207 -0.3910 6.3182
23 C 0.4559 1.2858 3.7024
24 C 0.9258 1.3169 2.3889
25 C 1.5313 2.4465 1.8415
26 C 1.6767 3.6009 2.6048
27 C 1.1790 3.6015 3.9047
28 C 0.5864 2.4685 4.4443
29 H 6.6872 -1.8558 6.4019
30 H 6.3457 -1.1856 4.7157
31 H 6.7903 -4.0989 5.2504
32 H 4.2756 -4.5347 4.9179
33 H 5.0182 -4.1379 3.3595
34 H 3.5950 -1.3824 1.8526
35 H 5.2286 -1.8969 2.2246
36 H 5.2648 1.5851 2.1348
37 H 5.7230 0.0937 1.2884
38 H 5.8570 1.5041 4.5023
39 H 7.0111 2.5073 3.6425
40 H 8.1030 0.0799 5.0217
41 H 8.8504 1.6599 4.7328
42 H 6.6849 1.9243 6.3236
43 H 0.8787 -2.6186 1.9558
44 H 1.6789 -1.2435 2.6632
45 H -0.6363 -2.6003 4.2034
46 H -0.9782 -1.6850 2.7632
47 H -2.2374 1.1286 5.3591
48 H -2.7112 -0.5949 5.2207
49 H -2.5749 0.4680 3.7553
50 H 1.1805 0.2464 6.5113
51 H 0.5433 -1.4361 6.5230
52 H -0.4558 -0.0888 7.0238
53 H 0.8539 0.4358 1.7596
54 H 1.8981 2.3959 0.8239
55 H 2.1603 4.4654 2.1717
56 H 1.2775 4.5207 4.4685
57 H 0.2171 2.5045 5.4629
58 C 3.8368 7.3039 4.1823
59 O 3.1078 7.1668 3.2194
60 N 3.4236 7.6745 5.4090
61 C 4.3408 7.8202 6.5216
62 C 2.0087 7.9346 5.6165
63 H 4.9251 7.1292 4.1256
64 H 4.0601 7.1391 7.3273
65 H 4.3109 8.8452 6.8971
66 H 5.3557 7.5909 6.2043
67 H 1.4286 7.0412 5.3837
68 H 1.6780 8.7361 4.9555
69 H 1.8359 8.2207 6.6508
70 C -2.5516 -0.2235 0.8616
71 O -2.3329 0.5682 1.7636
72 N -2.2176 -0.0283 -0.4222
73 C -2.5005 -1.0083 -1.4604
74 C -1.5498 1.2118 -0.7822
75 H -3.0555 -1.1899 1.0378
76 H -1.5661 -1.3286 -1.9250
77 H -3.1416 -0.5700 -2.2205
78 H -3.0006 -1.8765 -1.0380
79 H -0.6137 1.3052 -0.2307
80 H -2.1808 2.0623 -0.5223
81 H -1.3475 1.2208 -1.8505
82 C -3.2223 -1.0061 -5.1267
83 O -3.6097 -1.7649 -4.2518
84 N -4.0116 -0.3870 -6.0135
85 C -3.4827 0.5046 -7.0331
86 C -5.4464 -0.6177 -5.9531
87 H -2.1528 -0.7637 -5.2585
88 H -3.9116 1.5022 -6.9056
89 H -3.7408 0.1157 -8.0210
90 H -2.3993 0.5713 -6.9486
91 H -5.8288 -0.3104 -4.9781
92 H -5.6617 -1.6773 -6.0873
93 H -5.9392 -0.0464 -6.7355
94 C -2.7402 -2.0804 -9.7399
95 O -3.5467 -1.1925 -9.5112
96 N -2.8265 -3.3296 -9.2637
97 C -1.8343 -4.3401 -9.5713
98 C -3.9576 -3.6791 -8.4099
99 H -1.8528 -1.9150 -10.3735
100 H -2.3071 -5.1808 -10.0825
101 H -1.3733 -4.6998 -8.6495
102 H -1.0605 -3.9260 -10.2146
103 H -4.8883 -3.5180 -8.9460
104 H -3.9619 -3.0429 -7.5251
105 H -3.8866 -4.7204 -8.1080
106 C -8.0059 -3.4124 -7.8599
107 O -6.8392 -3.3777 -7.5139
108 N -8.5130 -2.7198 -8.8947
109 C -9.9130 -2.7964 -9.2630
110 C -7.6206 -1.8666 -9.6657
111 H -8.7562 -4.0287 -7.3372
112 H -10.0089 -3.1657 -10.2859
113 H -10.3690 -1.8066 -9.1992
114 H -10.4415 -3.4715 -8.5936
115 H -6.8161 -2.4618 -10.0973
116 H -7.1727 -1.1134 -9.0174
117 H -8.1770 -1.3777 -10.4611

(4)
C33H40FeN10O2S4Si as an isolated structure, computed with ωB97M-V/def2-TZVPD.

The value obtained for the HOMO-LUMO gap (alpha / beta) is 0.27371 / 0.20357 Ha. As for the total charge: +1. The LUMO energy (alpha / beta) is -0.1002 / -0.1702 hartree. The calculation puts the energy relative to the best compared isomer or geometry (same formula, charge and spin) at 0.0 kcal/mol. The value obtained for the total energy is -5125.3809 hartree. The spin multiplicity is 6. As for the expectation value of S²: 8.766.

Element x y z (Å)
1 Fe 13.6570 9.4299 12.9130
2 C 8.5692 7.4634 15.2596
3 Si 9.0820 9.0492 16.0955
4 C 8.4684 10.5559 15.1949
5 C 8.4025 9.1030 17.8423
6 C 10.9437 9.1260 16.2705
7 C 11.5683 9.1544 17.5203
8 C 12.9574 9.2494 17.5877
9 C 13.6678 9.3436 16.4025
10 N 13.0735 9.3833 15.1876
11 C 11.7458 9.2049 15.0992
12 S 11.1043 9.0934 13.4618
13 H 7.4601 7.4069 15.1941
14 H 8.9243 6.5669 15.8285
15 H 8.9979 7.4225 14.2326
16 H 7.3593 10.5030 15.1193
17 H 8.8779 10.5930 14.1852
18 H 8.7453 11.4756 15.7404
19 H 7.2902 9.1131 17.7936
20 H 8.7242 10.0120 18.3978
21 H 8.7360 8.1903 18.3875
22 H 10.9847 9.0757 18.4394
23 H 13.4926 9.2755 18.5534
24 H 14.7608 9.3135 16.4211
25 N 13.7739 13.8594 13.1362
26 C 12.6350 13.9554 12.3193
27 C 12.0010 15.0399 11.7364
28 C 10.8566 14.7763 10.9658
29 C 10.3844 13.4919 10.8441
30 C 11.0364 12.4092 11.4384
31 C 12.1942 12.6414 12.1385
32 N 13.1150 11.7550 12.7620
33 C 14.0255 12.5418 13.3396
34 C 15.1079 12.0094 14.1096
35 C 16.0519 12.6733 14.8630
36 S 17.2188 11.6032 15.5350
37 C 16.4078 10.3118 14.7454
38 N 15.3194 10.6586 14.0402
39 H 14.3922 14.6129 13.3863
40 H 12.3956 16.0642 11.8970
41 H 10.3691 15.6027 10.4401
42 H 9.4852 13.2874 10.2552
43 H 10.6986 11.3750 11.2710
44 H 16.0322 13.7416 15.0956
45 H 16.7965 9.3008 14.7411
46 N 20.8754 11.9415 11.4238
47 C 19.8763 11.0255 11.5557
48 C 18.5369 11.4494 11.6220
49 C 17.5159 10.5253 11.6555
50 C 17.7921 9.1581 11.8022
51 C 19.1197 8.7247 11.7859
52 C 20.1416 9.6613 11.6588
53 S 16.4675 7.9906 11.8907
54 O 15.2500 8.7221 11.4791
55 O 16.8204 6.8566 11.0549
56 N 16.4392 7.5560 13.4368
57 C 15.3010 7.1520 14.0710
58 N 14.0762 7.3017 13.5122
59 C 13.1153 6.5258 14.0263
60 C 13.2536 5.9330 15.2703
61 C 14.5029 6.0206 15.8652
62 N 15.5170 6.6334 15.2971
63 H 20.6230 12.8564 11.0823
64 H 21.7941 11.6077 11.1659
65 H 18.3082 12.5268 11.6305
66 H 16.4662 10.8645 11.6265
67 H 19.3342 7.6488 11.8387
68 H 21.1911 9.3112 11.6463
69 H 12.2242 6.4310 13.4064
70 H 12.4057 5.4567 15.7676
71 H 14.7574 5.5895 16.8329
72 C 11.7202 7.0437 8.7364
73 N 12.7547 7.9031 8.1894
74 C 13.4996 7.2978 7.0709
75 C 13.1746 9.0295 8.8604
76 S 12.4102 9.4440 10.3785
77 N 14.0655 9.8772 8.2336
78 C 13.8114 10.3432 6.8726
79 C 14.8841 10.7916 9.0392
80 H 11.2975 6.4425 7.9126
81 H 10.9473 7.6538 9.2281
82 H 12.1405 6.3405 9.4721
83 H 13.5139 6.2149 7.2453
84 H 14.5258 7.6682 7.0379
85 H 12.9852 7.4818 6.1148
86 H 12.9500 9.8299 6.4411
87 H 14.7039 10.2031 6.2413
88 H 13.5967 11.4255 6.8986
89 H 15.1509 10.3179 9.9893
90 H 14.3400 11.7282 9.2641
91 H 15.8001 10.9947 8.4595

(5)
C34H52BFN9O2PbSbSi as an isolated structure, computed with ωB97M-V/def2-TZVPD.

The value obtained for the HOMO-LUMO gap is 0.27077 Ha. The LUMO energy is 0.0107 hartree. The calculation puts the energy relative to the best compared isomer or geometry (same formula, charge and spin) at 4.7 kcal/mol. The value obtained for the total energy is -2817.5545 hartree.

Element x y z (Å)
1 Pb 0.2164 -0.1584 -0.1561
2 C 3.7345 0.2760 0.6100
3 C 3.2293 1.3303 -0.3208
4 C 3.9188 2.3652 -0.9553
5 C 2.9694 3.0366 -1.7072
6 C 3.1570 4.2277 -2.5868
7 N 1.7832 2.4279 -1.5241
8 N 1.9491 1.3770 -0.6780
9 B 0.4028 2.8478 -2.1083
10 N -0.5307 3.2953 -0.9702
11 N -0.7579 2.4885 0.0980
12 C -1.5826 3.1460 0.9010
13 C -2.0172 2.5836 2.2167
14 C -1.9129 4.3928 0.3449
15 C -1.2212 4.4490 -0.8468
16 C -1.1939 5.5406 -1.8652
17 N -0.2431 1.6972 -2.9259
18 N -0.5170 0.4825 -2.3842
19 C -1.1519 -0.2394 -3.3004
20 C -1.5794 -1.6451 -3.0304
21 C -1.2950 0.5171 -4.4673
22 C -0.7020 1.7355 -4.1909
23 C -0.5498 2.9194 -5.0868
24 H 4.7914 0.4313 0.8192
25 H 3.1918 0.2872 1.5576
26 H 3.6053 -0.7148 0.1755
27 H 4.9672 2.5990 -0.8769
28 H 4.2055 4.5194 -2.5772
29 H 2.8690 4.0107 -3.6155
30 H 2.5599 5.0740 -2.2467
31 H 0.5818 3.7675 -2.8484
32 H -1.5843 1.5951 2.3700
33 H -1.6873 3.2266 3.0360
34 H -3.1031 2.4959 2.2763
35 H -2.5596 5.1494 0.7579
36 H -1.7546 6.3957 -1.4919
37 H -0.1765 5.8649 -2.0836
38 H -1.6475 5.2236 -2.8055
39 H -0.9668 -2.1014 -2.2511
40 H -2.6242 -1.6858 -2.7169
41 H -1.4776 -2.2516 -3.9303
42 H -1.7522 0.2144 -5.3945
43 H -0.9826 2.6925 -6.0593
44 H -1.0537 3.7975 -4.6831
45 H 0.4999 3.1772 -5.2295
46 C 4.4626 -1.8015 -2.0248
47 Si 2.6161 -1.8764 -2.4623
48 C 2.4056 -0.3820 -3.5633
49 C 2.2639 -3.3610 -3.5754
50 N 1.5994 -1.9551 -1.0459
51 C 1.7166 -3.1080 -0.2775
52 C 2.7116 -4.1003 -0.4708
53 C 2.8427 -5.2296 0.3212
54 C 1.9802 -5.4683 1.3779
55 C 0.9648 -4.5506 1.5962
56 C 0.8562 -3.4471 0.7844
57 F -0.2209 -2.6304 1.0481
58 H 5.0528 -2.4090 -2.7166
59 H 4.6851 -2.1481 -1.0153
60 H 4.8210 -0.7715 -2.1082
61 H 3.2115 -0.4622 -4.3018
62 H 2.5337 0.5679 -3.0499
63 H 1.4646 -0.3682 -4.1088
64 H 3.1727 -3.7643 -4.0289
65 H 1.5969 -3.0611 -4.3880
66 H 1.7776 -4.1708 -3.0284
67 H 3.4123 -3.9819 -1.2821
68 H 3.6380 -5.9307 0.1005
69 H 2.0823 -6.3414 2.0067
70 H 0.2345 -4.6818 2.3849
71 O -3.6925 -0.1032 3.9102
72 C -3.1972 0.5432 5.0615
73 N -2.4843 -0.3209 5.9696
74 C -1.1578 -0.6401 5.9067
75 O -0.6677 -1.5269 6.5723
76 C -0.3294 0.1695 4.9489
77 C 0.1712 1.4211 5.2797
78 C 0.9195 2.1097 4.3413
79 C 1.1158 1.5310 3.0960
80 N 0.6535 0.3231 2.7786
81 C -0.0379 -0.3462 3.6958
82 H -2.9507 -0.3842 3.3606
83 H -4.0733 0.9258 5.5801
84 H -2.5538 1.3827 4.7942
85 H -3.0256 -0.9488 6.5467
86 H -0.0274 1.8481 6.2554
87 H 1.3233 3.0894 4.5565
88 H 1.6390 2.0668 2.3100
89 H -0.3991 -1.3284 3.4022
90 C -5.5259 -3.8448 0.6405
91 Sb -3.4590 -3.2452 0.5651
92 C -3.9502 -1.1662 0.8106
93 C -3.1418 -3.6245 2.6575
94 H -5.9776 -3.4861 1.5655
95 H -5.6112 -4.9297 0.5949
96 H -6.0629 -3.4188 -0.2069
97 H -4.6581 -1.0463 1.6319
98 H -4.3959 -0.7833 -0.1079
99 H -3.0537 -0.5804 1.0116
100 H -3.8275 -3.0239 3.2556
101 H -2.1118 -3.4118 2.9417
102 H -3.3395 -4.6786 2.8537